1.
{
  "formula": "C6H16O",
  "method": "ωB97M-V/def2-TZVPD",
  "symbols": ["C", "C", "C", "O", "H", "H", "H", "H", "H", "H", "H", "H", "C", "C", "C", "H", "H", "H", "H", "H", "H", "H", "H"],
  "xyz": [[1.418, 0.561, -1.176], [0.719, -0.325, -2.169], [-0.806, -0.481, -2.207], [1.091, 0.027, -3.530], [1.262, 0.063, -0.117], [1.010, 1.540, -1.162], [2.483, 0.785, -1.430], [1.188, -1.296, -2.040], [-1.183, -1.271, -1.498], [-1.227, 0.540, -1.695], [-1.185, -0.666, -3.264], [0.854, 0.922, -3.630], [0.589, 0.722, 2.112], [-0.744, 0.205, 2.547], [-1.508, -0.981, 1.960], [0.993, 0.208, 1.150], [0.458, 1.737, 1.823], [1.405, 0.663, 2.773], [-0.601, -0.221, 3.616], [-1.394, 1.175, 2.723], [-1.271, -1.108, 0.910], [-1.065, -1.990, 2.452], [-2.485, -0.810, 1.853]],
  "nbo_charge": [-0.62, 0.07, -0.64, -0.72, 0.20, 0.20, 0.23, 0.17, 0.21, 0.19, 0.24, 0.45, -0.59, -0.41, -0.60, 0.18, 0.21, 0.21, 0.20, 0.20, 0.19, 0.20, 0.22],
  "total_charge": 0,
  "total_energy_ha": -313.3350,
  "homo_ev": -10.1,
  "de_lowest_kcal_mol": 68.1,
  "homo_lumo_gap_ha": 0.4082
}



2.
{
  "formula": "C6H16O14P2S2Zr",
  "method": "ωB97M-V/def2-TZVPD",
  "symbols": ["Zr", "P", "O", "O", "O", "O", "P", "O", "O", "O", "O", "O", "S", "O", "O", "C", "C", "C", "H", "H", "H", "H", "H", "H", "H", "H", "O", "S", "O", "O", "C", "C", "C", "H", "H", "H", "H", "H", "H", "H", "H"],
  "xyz": [[-0.378, -1.358, 0.167], [-0.976, -1.227, -2.247], [-0.320, -0.011, -1.418], [-2.073, -1.556, -1.149], [0.091, -2.281, -1.711], [-1.252, -1.085, -3.679], [-0.169, -2.454, 2.384], [-0.004, -3.014, 3.730], [0.389, -0.989, 2.043], [-1.594, -2.194, 1.725], [0.451, -3.060, 1.046], [-2.618, 2.632, 0.264], [-2.616, 1.409, 0.998], [-1.567, 0.502, 0.918], [-2.812, 1.748, 2.541], [-2.866, 3.115, 2.983], [-1.510, 3.798, 2.915], [-4.075, 0.506, 0.659], [-3.142, 3.035, 4.036], [-3.642, 3.642, 2.423], [-0.776, 3.072, 3.276], [-1.495, 4.721, 3.490], [-1.218, 3.953, 1.878], [-4.904, 1.193, 0.832], [-4.085, -0.359, 1.316], [-4.009, 0.234, -0.393], [4.127, -1.735, 0.564], [3.148, -1.530, -0.444], [1.893, -0.954, -0.191], [3.830, -0.612, -1.527], [2.866, 0.019, -2.435], [3.676, 0.780, -3.458], [2.893, -3.014, -1.311], [2.218, 0.686, -1.872], [2.242, -0.766, -2.860], [4.441, 0.183, -3.955], [4.172, 1.616, -2.957], [3.021, 1.199, -4.223], [2.334, -2.777, -2.209], [2.402, -3.703, -0.629], [3.906, -3.365, -1.520]],
  "nbo_charge": [2.25, 2.48, -1.19, -1.18, -1.20, -1.16, 2.48, -1.15, -1.17, -1.18, -1.18, -0.96, 2.46, -0.88, -0.72, -0.06, -0.65, -0.90, 0.18, 0.18, 0.24, 0.20, 0.23, 0.21, 0.28, 0.29, -0.94, 2.47, -0.92, -0.74, -0.09, -0.62, -0.91, 0.23, 0.21, 0.20, 0.20, 0.22, 0.28, 0.30, 0.21],
  "total_charge": -2,
  "total_energy_ha": -2818.1674,
  "homo_ev": -1.7,
  "de_lowest_kcal_mol": 0.0,
  "homo_lumo_gap_ha": 0.2171
}



3.
{
  "formula": "C6H16O2",
  "method": "ωB97M-V/def2-TZVPD",
  "symbols": ["C", "C", "C", "C", "C", "C", "H", "H", "H", "H", "H", "H", "H", "H", "H", "H", "H", "H", "O", "H", "H", "O", "H", "H"],
  "xyz": [[0.459, -0.392, 3.026], [-0.269, -1.156, 1.948], [-0.838, -0.551, 0.898], [-1.722, -1.314, -0.025], [-1.472, -1.048, -1.516], [-0.045, -1.433, -1.940], [1.400, 0.003, 2.622], [0.595, -0.918, 3.965], [-0.128, 0.496, 3.264], [-0.252, -2.243, 1.981], [-0.664, 0.518, 0.825], [-1.682, -2.394, 0.163], [-2.773, -1.085, 0.150], [-2.210, -1.570, -2.124], [-1.614, 0.028, -1.676], [0.662, -0.601, -1.957], [0.013, -1.965, -2.885], [0.377, -2.137, -1.215], [-1.332, 2.755, 2.323], [-0.516, 3.238, 2.527], [-1.643, 2.332, 3.132], [4.816, 2.890, -4.435], [4.337, 3.369, -3.746], [4.500, 3.179, -5.303]],
  "nbo_charge": [-0.65, -0.18, -0.20, -0.42, -0.39, -0.62, 0.22, 0.22, 0.20, 0.19, 0.21, 0.20, 0.21, 0.20, 0.20, 0.21, 0.21, 0.20, -0.94, 0.47, 0.47, -0.95, 0.47, 0.47],
  "total_charge": 0,
  "total_energy_ha": -388.6453,
  "homo_ev": -8.9,
  "de_lowest_kcal_mol": 22.2,
  "homo_lumo_gap_ha": 0.3559
}



4.
{
  "formula": "C6H16O2",
  "method": "ωB97M-V/def2-TZVPD",
  "symbols": ["C", "C", "O", "C", "H", "H", "H", "H", "H", "H", "H", "H", "C", "C", "O", "C", "H", "H", "H", "H", "H", "H", "H", "H"],
  "xyz": [[4.696, -4.189, 2.484], [4.591, -2.835, 1.842], [4.152, -1.926, 2.832], [4.144, -0.596, 2.319], [5.338, -4.815, 1.841], [3.766, -4.742, 2.698], [5.224, -4.007, 3.436], [3.871, -2.934, 1.007], [5.558, -2.508, 1.416], [3.727, 0.125, 3.042], [3.553, -0.544, 1.389], [5.183, -0.304, 2.091], [-4.885, 2.347, -3.956], [-4.269, 2.689, -2.600], [-5.043, 2.165, -1.565], [-4.375, 2.267, -0.330], [-5.927, 2.710, -3.982], [-4.882, 1.270, -4.194], [-4.308, 2.880, -4.730], [-4.211, 3.789, -2.489], [-3.233, 2.297, -2.616], [-4.082, 3.305, -0.099], [-3.481, 1.625, -0.259], [-5.109, 1.933, 0.422]],
  "nbo_charge": [-0.62, -0.07, -0.54, -0.25, 0.21, 0.21, 0.22, 0.16, 0.16, 0.19, 0.17, 0.16, -0.62, -0.06, -0.54, -0.25, 0.21, 0.21, 0.21, 0.16, 0.16, 0.16, 0.17, 0.19],
  "total_charge": 0,
  "total_energy_ha": -388.6253,
  "homo_ev": -9.9,
  "de_lowest_kcal_mol": 34.8,
  "homo_lumo_gap_ha": 0.4049
}



5.
{
  "formula": "C6H16O5",
  "method": "ωB97M-V/def2-TZVPD",
  "symbols": ["C", "C", "C", "C", "C", "C", "H", "H", "H", "H", "H", "H", "O", "H", "H", "O", "H", "H", "O", "H", "H", "O", "H", "H", "O", "H", "H"],
  "xyz": [[-1.141, 1.295, 0.022], [-0.989, 0.083, -0.646], [-0.028, -0.835, -0.242], [0.756, -0.554, 0.878], [0.600, 0.648, 1.554], [-0.354, 1.575, 1.129], [-1.916, 1.970, -0.316], [-1.640, -0.165, -1.470], [0.148, -1.765, -0.763], [1.514, -1.250, 1.209], [1.209, 0.890, 2.416], [-0.440, 2.513, 1.661], [-3.942, -0.390, -0.336], [-3.476, -0.627, 0.492], [-4.806, -0.805, -0.231], [2.559, -2.299, -0.765], [2.886, -1.376, -0.827], [3.192, -2.801, -1.286], [1.400, 1.776, -2.123], [0.534, 1.436, -1.856], [1.375, 2.727, -1.988], [-2.609, -1.127, 2.025], [-2.127, -0.323, 2.263], [-1.894, -1.735, 1.780], [3.372, 0.360, -0.844], [3.186, 0.649, 0.059], [2.705, 0.826, -1.393]],
  "nbo_charge": [-0.24, -0.24, -0.21, -0.23, -0.23, -0.24, 0.23, 0.24, 0.25, 0.24, 0.21, 0.22, -0.98, 0.49, 0.47, -0.99, 0.50, 0.47, -0.96, 0.50, 0.48, -0.95, 0.48, 0.49, -0.98, 0.47, 0.51],
  "total_charge": 0,
  "total_energy_ha": -614.4384,
  "homo_ev": -9.8,
  "de_lowest_kcal_mol": 0.0,
  "homo_lumo_gap_ha": 0.3809
}